{"formula": "C38H97F2N7O13S2", "method": "wB97M-V/def2-TZVPD", "total_energy_ev": -105114.8119, "multiplicity": 2, "largest_force_ha_per_bohr": 0.169, "charge": 1, "s2": 0.75, "gap_ha": [0.2413, 0.1216], "symbols": ["O", "H", "H", "H", "N", "S", "O", "O", "F", "S", "O", "O", "F", "C", "C", "O", "H", "H", "H", "H", "H", "H", "C", "C", "O", "H", "H", "H", "H", "H", "H", "C", "C", "C", "C", "C", "C", "N", "O", "C", "C", "C", "H", "H", "H", "H", "H", "H", "H", "H", "H", "H", "H", "H", "H", "H", "H", "H", "H", "H", "H", "C", "C", "C", "C", "C", "C", "N", "O", "C", "C", "C", "H", "H", "H", "H", "H", "H", "H", "H", "H", "H", "H", "H", "H", "H", "H", "H", "H", "H", "H", "C", "C", "C", "O", "C", "N", "H", "H", "H", "H", "H", "H", "H", "H", "H", "H", "H", "C", "C", "C", "O", "C", "N", "H", "H", "H", "H", "H", "H", "H", "H", "H", "H", "H", "C", "C", "C", "O", "C", "N", "H", "H", "H", "H", "H", "H", "H", "H", "H", "H", "H", "C", "C", "C", "O", "C", "N", "H", "H", "H", "H", "H", "H", "H", "H", "H", "H", "H"], "xyz": [[20.376, -14.515, 24.116], [20.349, -14.503, 23.157], [21.089, -13.991, 24.488], [19.548, -14.261, 24.530], [20.521, -14.422, 21.776], [19.227, -15.099, 20.759], [19.521, -16.327, 19.983], [18.188, -14.193, 20.327], [18.433, -15.713, 22.067], [20.806, -13.308, 20.714], [20.154, -12.030, 20.928], [21.104, -13.722, 19.321], [22.318, -12.922, 21.269], [15.253, -16.721, 20.397], [14.237, -16.782, 19.177], [13.194, -17.752, 19.428], [15.687, -17.707, 20.562], [14.818, -16.363, 21.330], [16.120, -16.089, 20.205], [14.780, -17.153, 18.308], [13.727, -15.852, 18.926], [13.531, -18.547, 19.009], [22.913, -17.847, 21.411], [21.769, -17.501, 22.356], [22.186, -16.262, 22.850], [22.717, -18.765, 20.858], [23.796, -18.020, 22.026], [23.131, -17.088, 20.659], [21.751, -18.238, 23.159], [20.770, -17.495, 21.921], [21.710, -15.560, 22.401], [17.179, -20.985, 22.154], [18.532, -20.320, 22.145], [19.661, -21.121, 22.878], [20.306, -22.258, 22.043], [20.665, -21.798, 20.656], [19.533, -20.945, 19.927], [19.050, -19.904, 20.869], [18.320, -18.913, 20.251], [20.200, -20.331, 18.700], [18.364, -21.874, 19.440], [18.371, -19.018, 22.987], [16.697, -21.036, 23.130], [17.115, -21.997, 21.753], [16.524, -20.383, 21.525], [20.421, -20.386, 23.141], [19.341, -21.536, 23.834], [19.637, -23.119, 22.066], [21.176, -22.665, 22.559], [21.014, -22.653, 20.078], [21.541, -21.149, 20.628], [21.179, -19.874, 18.846], [20.308, -21.003, 17.849], [19.516, -19.582, 18.300], [18.152, -22.647, 20.179], [17.438, -21.344, 19.221], [18.648, -22.491, 18.588], [19.318, -18.545, 23.245], [17.931, -19.228, 23.962], [17.704, -18.286, 22.532], [19.007, -18.268, 20.069], [18.111, -11.889, 17.920], [18.322, -12.619, 16.580], [18.174, -14.160, 16.751], [16.704, -14.592, 16.906], [15.898, -14.053, 15.711], [15.971, -12.502, 15.536], [17.331, -12.120, 15.566], [17.470, -10.748, 15.323], [15.409, -12.181, 14.126], [15.047, -11.851, 16.616], [19.757, -12.418, 16.084], [18.745, -12.368, 18.666], [17.082, -11.936, 18.277], [18.455, -10.856, 17.864], [18.565, -14.676, 15.874], [18.613, -14.457, 17.703], [16.326, -14.303, 17.887], [16.714, -15.682, 16.905], [14.863, -14.383, 15.796], [16.275, -14.588, 14.839], [15.092, -11.149, 13.973], [16.097, -12.432, 13.319], [14.633, -12.928, 13.961], [15.066, -12.340, 17.590], [15.303, -10.805, 16.781], [14.015, -11.841, 16.264], [20.563, -12.894, 16.642], [20.059, -11.373, 16.015], [19.896, -12.774, 15.063], [17.402, -10.592, 14.378], [22.225, -14.454, 14.574], [23.168, -14.545, 15.786], [23.768, -15.940, 16.134], [22.766, -16.934, 16.403], [21.877, -16.630, 17.483], [24.198, -13.566, 15.450], [21.318, -15.048, 14.688], [22.591, -14.966, 13.684], [21.963, -13.474, 14.174], [22.555, -14.128, 16.585], [24.434, -15.770, 16.980], [24.444, -16.400, 15.413], [22.406, -16.226, 18.345], [21.348, -17.536, 17.778], [21.034, -15.982, 17.241], [25.000, -13.657, 16.057], [23.877, -12.668, 15.781], [24.825, -13.490, 19.334], [26.088, -14.416, 19.346], [27.224, -13.922, 18.379], [26.689, -13.766, 17.067], [27.536, -13.012, 16.187], [26.604, -14.544, 20.648], [24.047, -13.893, 19.983], [24.393, -13.533, 18.335], [25.089, -12.474, 19.626], [25.787, -15.388, 18.956], [27.979, -14.708, 18.336], [27.747, -13.060, 18.792], [27.843, -12.041, 16.574], [27.040, -12.936, 15.219], [28.512, -13.493, 16.118], [26.626, -13.652, 21.121], [27.573, -14.831, 20.626], [21.399, -10.042, 18.486], [22.842, -10.435, 18.751], [23.780, -9.936, 17.682], [23.648, -10.669, 16.506], [24.474, -10.377, 15.358], [23.303, -10.014, 20.034], [21.235, -8.984, 18.695], [20.634, -10.646, 18.975], [21.106, -10.040, 17.436], [23.003, -11.513, 18.734], [24.792, -9.947, 18.087], [23.606, -8.875, 17.498], [24.406, -9.329, 15.065], [24.230, -10.991, 14.491], [25.519, -10.593, 15.579], [23.464, -9.017, 20.050], [24.250, -10.332, 20.178], [20.875, -8.914, 22.440], [22.059, -8.943, 23.334], [21.549, -8.934, 24.875], [22.778, -9.152, 25.614], [22.442, -9.303, 26.993], [22.805, -10.153, 22.900], [21.119, -8.870, 21.379], [20.392, -7.939, 22.508], [20.210, -9.771, 22.544], [22.658, -8.049, 23.162], [20.862, -9.770, 25.010], [21.149, -7.972, 25.195], [23.395, -9.329, 27.521], [21.947, -10.223, 27.305], [21.874, -8.448, 27.359], [22.116, -10.891, 22.895], [22.967, -10.168, 21.903]], "mulliken_charge": [-0.327, 0.687, 0.419, 0.408, -0.752, 0.405, -0.070, -0.531, -0.471, 0.367, -0.543, 0.450, -0.282, 0.225, -0.445, -0.557, -0.215, 0.422, -0.249, 0.234, 0.287, 0.323, -0.782, 0.947, -0.642, 0.105, 0.416, 0.010, 0.150, -0.580, 0.518, -1.583, 1.288, -0.961, -0.731, -0.941, 1.539, 0.849, -0.106, -2.052, -1.684, -1.642, 0.461, 0.272, 0.239, 0.144, 0.358, 0.370, 0.477, 0.308, 0.266, 0.263, 0.501, 0.429, 0.335, 0.210, 0.481, 0.216, 0.525, 0.162, 0.183, -0.993, 1.813, -0.366, -0.657, -1.764, 1.849, 0.723, -0.370, -1.972, -1.765, -2.270, -0.176, 0.348, 0.427, 0.515, -0.477, 0.164, 0.543, 0.535, 0.484, 0.471, 0.455, 0.488, 0.319, 0.414, 0.458, 0.131, 0.429, 0.787, 0.391, -1.604, 2.670, -0.171, -0.520, 0.002, -0.496, 0.352, 0.427, 0.394, -1.492, -0.274, 0.341, 0.243, 0.028, -0.065, 0.248, 0.192, -0.087, 0.759, -1.312, -0.270, -1.074, -0.672, 0.006, -0.337, 0.293, -0.055, 0.419, 0.424, 0.353, 0.307, 0.364, 0.298, 0.288, -1.289, 1.550, -1.417, -0.124, -1.048, -0.300, 0.527, -0.052, 0.296, -0.816, 0.426, 0.405, 0.383, 0.335, 0.321, 0.317, 0.232, -1.047, 0.365, -0.875, -0.302, -0.761, -0.614, 0.122, 0.487, 0.191, 0.436, 0.276, 0.476, 0.262, 0.272, 0.318, 0.109, 0.527]}